Record 1
Here is a cluster of 2 separate species, C2H2BrClF2 in total at a distorted geometry from the Open Molecules 2025 dataset. Energies are from ωB97M-V with the def2-TZVPD basis set.

The geometry in XYZ format:
```
8
Properties=species:S:1:pos:R:3:nbo_charge:R:1
C -0.82858 0.87531 -0.32133 0.14
C 0.61912 -1.13749 0.34960 0.05
F -1.84752 1.07452 0.54006 -0.33
F 0.13671 -2.06130 -0.52113 -0.33
Cl 0.25397 2.23880 -0.23020 -0.02
Br 2.27433 -0.33250 0.10589 0.10
H -0.89236 0.45240 -1.32601 0.19
H 0.28434 -1.10973 1.40313 0.19
```

Properties
- LUMO energy (alpha / beta): 0.162 / 0.117 eV
- Energy relative to the best compared isomer or geometry (same formula, charge and spin): 73.3 kcal/mol
- Net charge: 0
- Maximum force: 2.6 eV/A



Record 2
Here is the molecule C4H5FS2 at a distorted geometry from the Open Molecules 2025 dataset. Energies are from ωB97M-V with the def2-TZVPD basis set.

The geometry in XYZ format:
```
12
Properties=species:S:1:pos:R:3:nbo_charge:R:1
C 2.01278 -1.35184 -0.50024 -0.66
C 0.59858 -0.90784 -0.25894 0.09
C 0.26416 0.45459 0.04256 -0.18
C -1.25017 0.88704 0.04292 -0.37
H 2.13777 -1.22777 -1.63240 0.22
H 2.68295 -0.53675 0.03384 0.24
H 2.33545 -2.44988 -0.41188 0.26
H -0.08739 -1.39499 -0.91572 0.21
H -1.60759 2.04858 0.30179 0.25
F 0.12832 -1.54743 0.96548 -0.39
S 1.44123 1.55122 0.09430 0.17
S -2.46424 -0.11397 -0.22071 0.16
```

Properties
- LUMO energy: -1.865 eV
- SMILES: C[C@@H](F)C(=S)C=S
- Energy relative to the best compared isomer or geometry (same formula, charge and spin): 39.9 kcal/mol
- Net charge: 0
- Maximum force: 4.8 eV/A